(1)
The following is a quantum chemistry calculation of 6 unconnected molecules or ions with the total composition C44H98O14 in a non-equilibrium geometry, from the Open Molecules 2025 dataset.

XYZ file:
```
156
Properties=species:S:1:pos:R:3:forces:R:3:lowdin_charge:R:1
C 10.830344 2.509629 1.776535 -1.1473 -0.3231 0.2637 -0.1434
C 9.284437 2.869407 1.311079 0.0649 -0.3335 -1.1513 -0.2554
C 9.193383 4.271473 0.407476 -0.4186 -1.2098 0.4817 -0.2119
C 8.002374 4.069997 -0.730494 -0.1759 1.1649 0.1446 -0.2203
C 6.500814 3.914883 -0.010489 0.3629 -0.3615 -0.5670 -0.1917
C 6.046918 2.329817 0.060626 0.1171 0.0147 0.7853 -0.2201
C 4.600096 2.039448 -0.676164 1.4606 -1.1424 -0.0728 -0.2138
C 4.927751 1.099298 -2.003160 -1.8067 0.7600 0.6205 -0.2055
C 3.501041 1.009823 -2.856133 0.9756 -0.5808 0.4257 -0.2050
C 3.073220 -0.577092 -2.909977 -0.0097 0.3745 -1.8683 -0.2146
C 1.523452 -0.774997 -3.405534 -0.5091 -0.8669 0.4771 -0.1464
C 0.395265 -0.318053 -2.258524 3.0535 -0.4074 -0.5322 -0.2923
C 0.699639 -1.233493 -0.938888 -0.0401 0.5602 1.0865 -0.1365
C -0.610577 -1.822010 -0.159344 0.2194 -1.0032 1.2533 -0.1658
C -0.655376 -1.432686 1.466250 -0.8503 -0.0858 0.1878 -0.1548
C -2.148163 -0.850247 1.887618 -0.6481 -0.3772 -0.2623 -0.2100
O -2.078311 0.298733 2.834359 0.1848 -0.1465 -2.5427 -0.2525
C -1.675155 1.496242 2.076501 1.2599 0.8479 -0.0573 -0.1326
O -0.915114 -0.527054 -2.890176 -1.3871 3.7539 1.9780 -0.0789
C -1.795243 0.630556 -2.535767 -5.0462 -0.4878 3.8512 -0.1841
O -2.905539 0.466145 -1.764194 7.4134 0.3859 -5.0263 -0.0547
C -1.547820 2.175804 -3.079260 0.7231 -1.0499 -1.7179 -0.1091
C -2.973803 2.863803 -3.508937 -0.0089 -0.0290 -0.6179 -0.1952
C -3.609725 3.893093 -2.401180 -0.6983 -0.7424 -0.2423 -0.1890
C -3.214676 3.559574 -0.845071 -1.0369 1.1816 0.9880 -0.1782
C -3.726366 4.871078 0.055608 0.8682 -0.1139 -0.6422 -0.1874
O -2.914070 6.044965 -0.391420 0.8973 -1.2151 1.9185 -0.2804
C -1.613933 6.077638 0.303037 0.9724 0.2364 0.2876 -0.1403
H 10.937043 2.731892 2.927210 0.1230 -0.2256 -2.3882 0.0724
H 11.582453 3.127151 1.108744 -1.3892 -1.4549 1.5734 0.0734
H 10.960474 1.341203 1.648222 0.0580 2.5043 0.1744 0.0762
H 8.534117 2.873724 2.209590 1.4875 0.0956 -1.6482 0.0925
H 8.913356 2.004205 0.577029 0.8403 1.8173 1.6619 0.0979
H 8.920338 5.163601 1.140656 0.6423 -1.7029 -1.7712 0.1142
H 10.266705 4.425712 -0.066692 -2.3725 -0.1022 0.8130 0.1021
H 8.198613 3.150993 -1.450005 -0.2485 1.8183 1.6597 0.1085
H 7.988314 5.037574 -1.416339 0.0371 -1.9619 1.3940 0.1032
H 5.685235 4.489871 -0.655984 1.8217 -1.0988 1.4020 0.1054
H 6.551677 4.396481 1.061072 -0.1935 -0.9368 -2.0958 0.1027
H 5.988864 1.964042 1.191953 0.0867 0.9451 -2.3941 0.1025
H 6.908256 1.671983 -0.434486 -2.0157 1.3820 0.8890 0.0951
H 3.957886 1.383067 0.052529 0.9303 1.4033 -1.4370 0.1095
H 4.026091 3.018877 -0.978608 1.2048 -1.9028 0.6240 0.1077
H 5.173273 0.010113 -1.619546 -0.0851 2.3426 -0.8921 0.1130
H 5.788632 1.589246 -2.627683 -1.6001 -1.1274 1.2096 0.1124
H 3.698611 1.491719 -3.920793 -0.7618 -1.2757 2.0859 0.1203
H 2.670749 1.633851 -2.307662 1.6388 -1.1508 -1.0540 0.0914
H 3.315154 -1.180798 -1.927862 -0.6589 1.5287 -1.8030 0.1074
H 3.756630 -1.068579 -3.756559 -1.4319 0.9433 1.8493 0.1256
H 1.259113 -0.247070 -4.425620 0.7970 -0.8488 2.0654 0.1251
H 1.376625 -1.945913 -3.575906 0.0676 2.4570 0.3315 0.1223
H 0.619348 0.812163 -1.967179 -0.9237 -2.2623 -0.7587 0.1427
H 1.262844 -0.524281 -0.160932 -1.1015 -1.4603 -1.7235 0.1185
H 1.470166 -2.101237 -1.172159 -1.8361 1.7738 0.2374 0.1175
H -1.648058 -1.492775 -0.584694 2.1878 -0.6584 0.3758 0.0939
H -0.508838 -3.010583 -0.172773 -0.5299 2.6214 -0.2655 0.1199
H -0.498926 -2.406956 2.136454 -0.0414 2.2408 -1.5156 0.1175
H 0.128045 -0.613656 1.761797 -1.3771 -1.6300 -0.6248 0.1012
H -2.789767 -1.727295 2.368866 1.4271 2.0652 -0.6843 0.1354
H -2.780066 -0.465480 0.969032 1.4517 -0.9116 1.4838 0.1091
H -2.415429 2.405113 2.186186 1.2313 -1.9907 0.0645 0.0941
H -0.613231 1.819851 2.491322 -2.1636 -0.4372 -0.8235 0.1002
H -1.531122 1.320620 0.922757 -0.4391 0.0376 2.1763 0.0872
H -0.919339 2.058740 -4.083481 -1.1604 0.1933 2.1857 0.1282
H -0.889175 2.830589 -2.361543 -1.4644 -1.4854 -1.1811 0.1198
H -3.723267 1.996058 -3.837534 1.6316 1.9323 0.9766 0.1249
H -2.769215 3.495048 -4.498319 -0.3510 -1.3832 2.1422 0.1178
H -3.339930 4.983313 -2.753887 -0.3466 -2.1541 1.2082 0.1201
H -4.795522 3.803973 -2.471875 2.5137 0.2348 0.1400 0.1240
H -2.063982 3.467466 -0.637951 -2.2547 0.0401 -0.5725 0.0841
H -3.776060 2.611221 -0.396050 1.3283 1.8903 -1.3414 0.1248
H -3.517303 4.724100 1.209532 -0.6962 0.1302 -2.2634 0.1155
H -4.848049 5.160047 -0.173608 2.3381 -0.7263 0.5594 0.1378
H -1.711807 5.999900 1.488435 -0.0619 0.3005 -2.4548 0.1017
H -1.051857 7.091963 0.024752 -1.4963 -2.2200 0.5789 0.1095
H -0.884162 5.197291 -0.004110 -1.5678 1.6176 0.3966 0.0857
C -5.522749 -0.741702 -1.937979 -0.0045 -0.1662 -0.2254 -0.1234
O -6.553336 -1.672523 -2.249808 -0.2681 0.3573 0.3195 -0.1914
C -7.711985 -1.492896 -1.429110 -0.0430 -0.2322 -0.6799 -0.1894
C -8.827990 -0.779219 -2.197060 0.2090 0.3378 0.6280 -0.1957
O -8.479976 0.581987 -2.470519 0.1359 -0.3725 -0.3735 -0.1934
C -8.082466 0.772587 -3.823211 -0.0278 0.1550 0.2083 -0.1122
H -4.747388 -0.818468 -2.704086 -0.1811 -0.1179 0.1608 0.0772
H -5.897666 0.286685 -1.926336 0.0086 -0.0448 0.0509 0.0843
H -5.082360 -0.985294 -0.966806 0.0745 0.1111 -0.0049 0.0824
H -7.460973 -0.953263 -0.507348 -0.0521 0.0404 -0.1601 0.1265
H -8.061824 -2.492895 -1.148757 -0.0410 0.0590 0.0112 0.1159
H -9.726592 -0.756828 -1.570894 0.0225 -0.0739 -0.0478 0.1235
H -9.074482 -1.315067 -3.121163 0.1291 0.0272 0.0610 0.1146
H -8.954683 0.692902 -4.480379 0.0649 -0.0487 -0.1049 0.0857
H -7.318361 0.051884 -4.128087 -0.0650 -0.0291 0.0188 0.0838
H -7.665946 1.778708 -3.919384 -0.1031 -0.0838 0.1138 0.0854
C 3.180777 1.298831 5.834699 -0.0388 0.1301 0.0919 -0.1011
O 4.193865 2.202810 6.261605 0.1466 -0.2867 -0.3689 -0.1982
C 5.469077 1.897341 5.688190 -0.1556 0.5993 0.0596 -0.1994
C 5.806741 2.860364 4.546648 -0.0919 -0.6312 -0.1564 -0.1853
O 4.949211 2.649314 3.420205 -0.0921 0.3128 0.4196 -0.2180
C 3.938572 3.645787 3.321360 0.0331 -0.1486 -0.1705 -0.1050
H 2.213848 1.685573 6.165570 0.1764 0.0281 0.0434 0.0915
H 3.160206 1.201175 4.744599 0.0488 -0.0256 0.0649 0.0837
H 3.341233 0.317515 6.290473 -0.0335 -0.0796 -0.0831 0.0837
H 5.507667 0.854838 5.348257 -0.0319 0.1399 -0.0299 0.1300
H 6.213313 2.019620 6.483264 0.0265 0.0076 -0.0832 0.1136
H 6.829193 2.659612 4.208472 0.0041 0.0026 0.0486 0.1130
H 5.762104 3.902260 4.884759 -0.0835 -0.1195 0.0279 0.1280
H 4.384550 4.596130 3.010020 -0.0850 0.0718 0.0597 0.0854
H 3.402569 3.776662 4.265707 0.0787 0.0133 -0.0065 0.0846
H 3.221598 3.332066 2.558113 0.1692 -0.0454 0.0334 0.0865
C 0.248661 -7.488680 -6.198489 -0.0786 0.1103 -0.1674 -0.1123
O -0.801353 -6.583177 -6.519906 0.2379 -0.0266 0.4528 -0.1963
C -1.340372 -5.944409 -5.358133 -0.0137 0.3556 -0.5502 -0.1930
C -0.829923 -4.506407 -5.231094 0.1271 -0.4047 0.5290 -0.1913
O 0.568593 -4.478141 -4.927569 -0.1409 0.0038 -0.4730 -0.2085
C 1.357697 -4.149295 -6.064801 0.0758 -0.0245 0.2292 -0.1153
H 0.725093 -7.806291 -7.129151 -0.1618 0.0703 0.0475 0.0885
H 1.006830 -7.018730 -5.563977 -0.0769 -0.0307 0.0077 0.0827
H -0.160256 -8.369339 -5.694818 0.0858 -0.0443 0.0681 0.0862
H -1.117742 -6.522676 -4.452650 0.0719 0.1293 -0.0953 0.1250
H -2.428839 -5.921480 -5.483418 0.0611 0.0296 0.0427 0.1234
H -1.345613 -4.023198 -4.394050 -0.0182 -0.0159 -0.0554 0.1234
H -1.046870 -3.930387 -6.138284 0.0422 -0.1487 0.0273 0.1258
H 1.224479 -3.091601 -6.314836 0.0115 -0.0111 -0.1299 0.0833
H 1.105970 -4.771526 -6.928329 -0.0527 0.0549 0.0289 0.0841
H 2.408170 -4.316986 -5.812998 -0.1508 0.0197 0.0879 0.0889
C -14.056954 -5.437798 -1.731953 0.0630 -0.0473 -0.1837 -0.1114
O -14.033836 -4.817546 -3.012784 0.0487 0.2807 0.4306 -0.1959
C -14.155189 -3.394066 -2.927573 0.3467 -0.2455 -0.4967 -0.1942
C -12.801424 -2.710362 -3.138325 -0.2688 0.0985 0.6179 -0.1934
O -11.914589 -2.969363 -2.045065 -0.0436 -0.2898 -0.4206 -0.2031
C -10.932218 -3.945495 -2.370998 -0.0024 0.1211 0.1972 -0.1117
H -13.789730 -6.490133 -1.855161 -0.0654 0.1359 -0.1088 0.0889
H -13.338933 -4.975950 -1.046811 -0.0759 0.0156 -0.0351 0.0832
H -15.063322 -5.378270 -1.307528 0.0119 -0.0027 0.1155 0.0863
H -14.603168 -3.094245 -1.971917 0.1628 -0.0286 -0.0681 0.1251
H -14.834564 -3.083777 -3.729541 0.0475 0.0238 0.0483 0.1225
H -12.956502 -1.626394 -3.170523 -0.0255 -0.0425 -0.0317 0.1228
H -12.350976 -3.014744 -4.090326 -0.0860 -0.0800 0.1041 0.1258
H -10.206085 -3.520633 -3.071858 0.0258 -0.1313 -0.0660 0.0786
H -11.380520 -4.846776 -2.798708 0.0038 0.0710 -0.0397 0.0851
H -10.407465 -4.223221 -1.453109 -0.1043 0.1325 -0.0568 0.0897
C 5.588720 -0.268389 8.638768 -0.0389 -0.0994 -0.0391 -0.1026
O 6.284059 -1.119270 7.734180 0.2770 0.2957 0.2375 -0.2003
C 7.670778 -0.781069 7.629714 -0.1848 -0.6380 -0.0778 -0.1994
C 8.540203 -1.763042 8.419889 0.0190 0.6400 0.2642 -0.1940
O 8.334833 -1.618586 9.829049 -0.2770 -0.3037 -0.3581 -0.1950
C 7.520004 -2.656236 10.361455 0.1036 0.1476 0.1388 -0.1119
H 4.590885 -0.682795 8.801829 0.1236 -0.0153 -0.1247 0.0932
H 6.099028 -0.203437 9.605021 0.0047 0.0100 -0.0776 0.0870
H 5.487599 0.731318 8.206543 -0.0554 0.0513 0.1267 0.0681
H 7.849018 0.251790 7.954195 -0.0033 -0.1510 0.0821 0.1239
H 7.936590 -0.850948 6.568844 0.0361 0.0033 0.0489 0.1218
H 9.593804 -1.532449 8.227994 -0.0462 -0.0104 -0.0407 0.1224
H 8.357555 -2.795584 8.099961 -0.0976 0.1279 0.0091 0.1250
H 8.079978 -3.597106 10.374663 -0.1122 -0.0652 -0.0206 0.0870
H 6.595083 -2.780359 9.791075 0.0700 -0.0172 -0.0316 0.0833
H 7.258704 -2.393151 11.389816 0.1278 0.0478 -0.1346 0.0892
```
Forces are in eV/Å.

Net charge: 0
Strongest force on any atom, eV Å⁻¹: 8.965
E_tot, eV: -75862.86981
Gap between HOMO and LUMO, hartree: 0.338
LUMO energy, eV: 0.208

(2)
The following is a quantum chemistry calculation of C7H9NO2 in the gas phase in a non-equilibrium geometry, from the Open Molecules 2025 dataset.

XYZ file:
```
19
Properties=species:S:1:pos:R:3:forces:R:3:lowdin_charge:R:1
C -2.073846 1.394162 0.030017 1.3298 -2.4698 1.4073 -0.0272
C -1.717727 -1.097165 0.327302 -2.8631 2.5846 -0.4571 -0.5429
C 1.653892 -1.936458 -0.679653 -2.3434 -2.2098 -1.4731 -0.0611
C 1.402044 -0.575532 -0.041370 1.8196 -2.2484 0.6289 -0.3185
C 0.629342 -1.765000 0.395579 0.3700 1.1743 -0.2420 -0.1326
C -2.572391 2.691029 -0.296889 -3.2055 -1.6821 1.3451 -0.0497
C 2.624083 -0.089349 0.626113 0.6688 0.5821 2.8937 -0.0840
N -1.619209 0.289852 0.181252 0.3975 0.5195 -0.2449 0.2065
O -2.888029 -1.453065 0.474327 1.0258 -1.0565 0.3352 0.0612
O -0.695980 -1.890032 0.088260 0.6565 -1.0847 -0.1851 0.0852
H 1.219437 -2.313766 -1.691409 0.9523 1.0579 1.7489 0.1449
H 2.502697 -2.499083 -0.314287 0.3464 0.2679 -0.3602 0.0907
H 0.943432 0.126694 -0.590829 -1.9775 2.2783 -2.0485 0.0866
H -2.647812 2.706502 -1.337072 -0.8110 0.6755 -1.9305 0.0592
H -1.921799 3.416709 0.003816 1.7427 2.0950 1.0054 0.0477
H -3.595615 2.838637 0.271141 1.9234 -0.2501 -1.3537 0.1540
H 3.271065 0.616040 0.069757 -0.2922 -0.9266 -0.3502 0.0829
H 3.161944 -1.034894 0.977337 -0.2055 1.8181 -0.1003 0.1015
H 2.324464 0.574711 1.506600 0.4653 -1.1251 -0.6189 0.0955
```
Forces are in eV/Å.

Net charge: 0
Strongest force on any atom, eV Å⁻¹: 3.884
E_tot, eV: -12982.68658
Gap between HOMO and LUMO (alpha / beta), hartree: 0.210 / 0.315
LUMO energy (alpha / beta), eV: -0.244 / 0.486

- What is the net charge in the second record?
  0